Here is 2 unconnected molecules or ions with the total composition C4H8NO3 at a distorted geometry from OMol25. Energies are from ωB97M-V with the def2-TZVPD basis set.

Last column: Mulliken charge in e.
Cartesian coordinates (Å):
C: 1.0594 -0.5326 0.0788  -0.72
C: -2.2691 -1.9332 -0.1868  -0.77
C: -0.5420 1.1780 0.7840  -1.06
C: 0.2512 0.5892 -0.4108  0.49
N: 2.4092 -0.5487 0.0852  0.99
O: 2.8521 0.6298 0.2587  -0.75
O: 3.0865 -1.5708 0.1348  -0.73
O: 0.8548 1.6909 -1.1038  -0.64
H: -1.4127 -1.2247 -0.2763  0.21
H: -2.8807 -1.8319 -1.1747  0.23
H: -2.7847 -1.9784 0.7882  0.26
H: 0.2418 1.5623 1.3901  0.27
H: -1.1881 1.9407 0.3387  0.28
H: -1.0071 0.3552 1.2471  0.35
H: -0.5484 0.0330 -1.1188  0.16
H: 1.8776 1.6412 -0.8343  0.43

The value obtained for the orbital gap (spin up / spin down) is 0.27325 / 0.22403 Ha. The value obtained for the HOMO energy (spin up / spin down) is -3.52 / -3.20 eV. The calculated total energy comes out at -437.4339 hartree. Its charge is -1. The value obtained for the relative energy (zero: lowest compared OMol25 entry of this formula, charge and spin) is 10.1119 eV. The lowest unoccupied orbital energy (spin up / spin down) comes out at 3.9115 / 2.8911 eV.